(1)
The following is a quantum chemistry calculation of a structure of composition C16H14N2OPdS2SbSe4 at a distorted geometry, from the Open Molecules 2025 dataset.

The frontier orbital gap (spin up / spin down) comes out at 4.6 / 4.5 eV. The charge is -1. As for the spin multiplicity: 1. The highest occupied orbital energy (spin up / spin down) is -4.5 / -4.4 eV.

```
41
Properties=species:S:1:pos:R:3:forces:R:3:mulliken_charge:R:1
Pd 1.544 -1.874 -2.200 -10.721 2.592 -2.994 -0.074
C -0.991 1.583 -0.579 -0.127 -0.159 0.336 -1.012
C 0.144 0.711 -0.980 0.066 -0.939 -0.211 0.727
N -0.011 -0.564 -1.172 1.224 -0.722 -0.835 0.136
N -1.221 -1.136 -0.951 -1.151 0.427 0.433 -0.350
C -1.337 -2.370 -1.277 0.618 0.566 -0.117 0.572
S -0.202 -3.343 -2.130 -0.498 -1.691 -0.486 -0.365
S -2.769 -3.264 -0.863 -0.583 -0.279 0.155 -0.163
C -3.886 -1.997 -0.182 0.320 -0.235 -0.422 -0.988
C -3.379 -1.269 1.023 -0.163 0.239 0.142 0.691
C -3.586 0.102 1.114 -0.150 -0.146 0.194 -0.594
C -3.142 0.808 2.221 -0.100 0.086 -0.014 -0.243
C -2.480 0.154 3.244 0.010 0.073 0.001 -0.466
C -2.289 -1.215 3.167 -0.033 -0.035 -0.007 -0.606
C -2.743 -1.923 2.070 -0.053 -0.013 -0.033 -0.210
C 1.478 1.270 -1.158 0.366 0.195 -0.617 0.203
C 2.048 2.040 -0.147 0.037 -0.060 -0.042 -0.654
C 3.375 2.430 -0.218 -0.021 0.203 0.202 -0.840
C 4.122 2.129 -1.356 -0.091 -0.055 -0.142 -0.272
C 3.566 1.431 -2.403 -0.020 0.087 -0.067 -0.408
C 2.240 0.939 -2.333 -0.368 -0.004 -0.087 0.225
O 1.771 0.145 -3.246 0.212 0.226 0.303 -0.886
H -1.621 1.769 -1.451 -0.012 0.003 -0.018 0.340
H -0.618 2.529 -0.200 -0.027 0.093 0.013 0.475
H -1.595 1.072 0.170 0.031 0.148 -0.105 0.033
H -4.789 -2.568 0.051 -0.012 0.045 -0.039 0.409
H -4.107 -1.305 -0.996 -0.080 0.040 0.178 0.347
H -4.096 0.618 0.309 0.046 0.019 -0.052 0.225
H -3.302 1.876 2.271 0.010 0.092 0.011 0.361
H -2.103 0.705 4.091 0.029 0.080 0.111 0.397
H -1.779 -1.727 3.966 0.113 -0.114 0.110 0.398
H -2.588 -2.991 2.012 0.075 -0.098 -0.042 0.379
H 1.497 2.208 0.772 -0.026 0.094 -0.116 0.468
H 3.843 2.913 0.634 -0.063 -0.014 -0.110 0.364
H 5.172 2.385 -1.389 0.062 0.106 -0.004 0.396
H 4.155 1.159 -3.271 -0.060 -0.008 0.008 0.450
Se 2.922 0.599 2.927 -0.470 -0.876 -0.224 -0.490
Sb 4.038 -0.604 1.152 1.871 1.994 1.654 0.622
Se 3.054 -1.464 -0.841 4.739 0.475 4.380 0.299
Se 3.475 -2.399 -2.946 4.823 -1.773 -1.234 -0.377
Se 6.189 0.441 1.097 0.175 -0.666 -0.213 -0.524
```
Forces are in eV/Å.

(2)
The following is a quantum chemistry calculation of a structure of composition C34H40CeO7P2Se at a distorted geometry, from the Open Molecules 2025 dataset.

The frontier orbital gap (spin up / spin down) comes out at 4.8 / 4.8 eV. The charge is +2. As for the spin multiplicity: 1. The highest occupied orbital energy (spin up / spin down) is -12.8 / -12.8 eV.

```
85
Properties=species:S:1:pos:R:3:forces:R:3:mulliken_charge:R:1
Ce 0.401 1.036 1.585 -0.444 0.366 -3.183 1.621
O -4.161 1.310 2.777 1.431 -0.682 -0.675 -0.495
C -3.176 1.287 1.858 -0.228 -0.984 0.977 0.576
O -2.205 0.512 1.930 -0.128 1.148 0.226 -0.388
C -3.461 2.223 0.718 -1.355 -0.166 -0.692 -0.460
O -3.459 3.570 1.162 2.037 0.026 -0.666 -0.422
C -2.167 4.257 0.801 -1.944 0.551 -0.338 -0.552
C -0.954 3.469 1.183 0.161 -0.769 -0.359 0.823
O -0.469 2.747 0.205 0.275 -0.291 1.636 -0.438
O -0.517 3.396 2.354 0.293 -1.069 -0.521 -0.624
H -4.004 0.603 3.444 -0.023 0.515 -0.385 0.439
H -4.484 1.917 0.374 0.519 0.633 0.433 0.438
H -2.842 2.007 -0.161 0.358 0.216 0.410 0.274
H -2.244 5.235 1.330 0.207 -0.776 -0.629 0.347
H -2.106 4.314 -0.315 -0.340 0.441 0.931 0.310
O -0.022 -0.896 0.105 -0.942 0.595 0.793 -0.078
P -1.042 -1.763 -0.689 1.123 -0.809 -0.588 0.906
C -2.555 -2.253 0.089 -1.660 -0.023 1.128 0.750
C -2.536 -3.247 1.087 0.498 0.209 -0.103 -0.609
C -3.621 -3.625 1.858 -0.994 0.700 -0.178 -0.810
C -4.797 -2.862 1.741 0.650 0.790 -0.826 -0.552
C -4.890 -1.881 0.708 0.391 -0.856 0.220 -0.735
C -3.801 -1.654 -0.171 -0.524 0.333 0.594 -0.396
C -0.267 -3.350 -1.073 0.662 -0.536 0.689 0.518
C -0.933 -4.297 -1.902 -0.777 -0.214 -0.277 -0.457
C -0.311 -5.497 -2.234 1.012 0.027 0.364 -0.526
C 1.035 -5.777 -1.803 -1.835 -0.032 -0.312 -0.598
C 1.617 -4.906 -0.930 0.146 1.677 1.352 -0.698
C 0.957 -3.695 -0.465 -0.215 -1.723 -1.842 -0.236
C -1.467 -0.974 -2.236 1.152 0.937 0.530 0.862
C -2.433 -1.491 -3.066 -0.064 0.625 -0.616 -0.358
C -2.739 -0.804 -4.238 -1.378 -0.669 -0.617 -0.917
C -2.156 0.407 -4.549 0.346 -0.241 0.954 -0.667
C -1.236 0.952 -3.664 0.186 0.216 0.006 -0.970
C -0.814 0.233 -2.565 -0.465 -0.275 0.560 -0.453
H -1.597 -3.702 1.297 0.636 -0.579 0.014 0.465
H -3.599 -4.475 2.545 0.292 0.463 -0.152 0.450
H -5.592 -2.978 2.476 -0.059 -0.143 -0.441 0.443
H -5.845 -1.357 0.583 0.500 -0.153 -0.102 0.446
H -3.910 -0.988 -1.037 -0.062 -0.102 0.569 0.479
H -2.017 -4.150 -2.234 1.824 -0.081 0.455 0.047
H -0.834 -6.255 -2.806 -0.031 0.216 -0.034 0.438
H 1.523 -6.732 -2.050 -0.283 0.651 -0.069 0.384
H 2.613 -5.137 -0.549 -0.316 0.115 0.064 0.404
H 1.384 -3.116 0.340 0.186 0.254 -0.263 0.438
H -2.949 -2.375 -2.768 -0.436 -0.432 -0.160 0.483
H -3.570 -1.152 -4.887 0.831 -0.006 0.467 0.350
H -2.430 0.929 -5.431 -0.314 0.418 -0.595 0.491
H -0.897 1.971 -3.763 0.340 0.008 -0.397 0.538
H -0.039 0.645 -1.921 -0.193 -0.088 -0.062 0.463
C 1.899 -0.605 5.767 -0.343 -1.069 -0.339 -1.160
P 1.359 0.944 5.017 0.192 1.290 3.447 0.992
C -0.056 1.629 6.009 0.160 -1.912 -0.330 -1.131
C 2.600 2.272 5.007 -0.217 -1.067 -0.136 -1.180
O 0.956 0.660 3.593 -0.650 -0.408 -1.327 -0.464
H 2.585 -0.413 6.595 -0.293 -0.043 0.141 0.407
H 2.456 -1.219 5.029 -0.170 0.577 0.212 0.343
H 1.029 -1.274 6.073 0.963 1.188 -0.162 0.336
H -0.011 1.231 7.043 0.147 0.278 -0.532 0.419
H -0.982 1.203 5.560 0.495 0.541 0.275 0.291
H -0.050 2.705 6.033 -0.093 0.361 -0.188 0.372
H 3.141 2.359 5.938 -0.095 0.127 0.369 0.437
H 2.124 3.190 4.712 -0.416 0.467 0.179 0.400
H 3.315 2.072 4.236 0.607 -0.356 -0.499 0.299
C 4.049 1.591 -5.392 -0.414 -0.584 0.247 -1.324
C 3.734 1.611 -3.934 0.134 -0.027 0.811 0.510
C 3.858 2.777 -3.172 0.115 0.513 0.869 -1.025
C 3.633 2.827 -1.795 -0.406 -2.011 0.357 0.719
C 3.801 4.059 -0.999 0.009 0.859 -0.050 -1.537
C 3.270 1.591 -1.123 0.685 2.236 0.058 -0.139
Se 3.140 1.684 0.873 -1.211 -0.692 -0.977 -0.236
C 3.245 0.429 -1.870 -0.612 -0.805 0.982 1.139
C 3.006 -0.877 -1.163 0.225 -0.199 -0.023 -1.623
C 3.424 0.448 -3.245 -0.602 -0.367 -0.080 -0.488
H 4.540 2.540 -5.628 0.040 -0.479 -0.469 0.353
H 3.091 1.482 -5.943 0.694 0.127 -0.003 0.290
H 4.670 0.677 -5.554 -0.307 0.987 -0.379 0.363
H 4.211 3.708 -3.607 -0.119 -0.160 -0.281 0.322
H 4.447 3.920 -0.124 -0.149 0.040 -0.269 0.368
H 2.817 4.387 -0.648 0.130 0.100 0.133 0.243
H 4.216 4.857 -1.616 -0.003 0.009 0.095 0.418
H 3.513 -1.661 -1.732 -0.194 -0.119 0.239 0.527
H 1.934 -1.112 -1.088 0.424 0.028 -0.042 0.197
H 3.435 -0.822 -0.143 -0.271 -0.263 -0.562 0.379
H 3.217 -0.502 -3.753 0.498 0.406 -0.057 0.442
```
Forces are in eV/Å.

(3)
The following is a quantum chemistry calculation of the ion C5H14N2S with charge +1 at a distorted geometry, from the Open Molecules 2025 dataset.

The frontier orbital gap (spin up / spin down) comes out at 8.8 / 3.4 eV. The charge is +1. As for the spin multiplicity: 2. The energy above the lowest of the compared OMol25 structures with the same formula, charge and spin comes out at 71.9 kcal/mol. As for the expectation value of S²: 0.756. The highest occupied orbital energy (spin up / spin down) is -12.3 / -12.3 eV.

```
22
Properties=species:S:1:pos:R:3:forces:R:3:lowdin_spin:R:1
C 1.246 -0.345 -1.259 0.717 -0.059 -0.878 0.030
N -0.043 0.166 -0.791 -0.157 -0.849 0.548 0.198
C -0.274 -0.270 0.599 -0.704 -2.713 -0.728 0.010
C -1.403 0.676 1.132 0.685 -0.920 0.123 0.066
S -1.742 0.946 2.908 1.195 -0.409 -1.314 0.603
C -0.668 -1.855 0.630 0.625 2.330 -1.995 0.007
C 1.480 -0.031 -2.767 1.915 4.378 2.347 0.001
N 2.949 -0.010 -3.201 -3.200 -1.666 -1.254 0.001
H 2.020 -0.032 -0.512 -0.330 0.526 -1.044 0.006
H 1.360 -1.426 -1.181 -0.539 -0.483 0.163 0.013
H -0.840 0.016 -1.460 0.940 0.096 0.935 0.006
H 0.713 -0.381 1.070 -0.331 1.358 0.300 -0.001
H -2.300 0.165 0.806 -0.633 0.149 -0.297 0.027
H -1.295 1.586 0.550 -0.302 0.710 0.314 0.013
H -0.767 0.079 3.270 -0.289 0.101 0.327 0.020
H -1.713 -2.083 0.576 -0.565 -0.052 -0.502 0.000
H -0.281 -2.312 1.450 0.779 -0.987 3.201 0.000
H -0.015 -2.371 -0.096 -0.939 0.385 -0.411 0.000
H 0.898 -0.629 -3.409 -0.392 -1.033 -0.685 0.000
H 1.111 1.070 -2.883 0.150 -1.731 0.073 0.000
H 3.577 0.565 -2.717 0.446 1.029 1.474 0.000
H 2.773 0.482 -4.064 0.929 -0.160 -0.696 0.000
```
Forces are in eV/Å.

(4)
The following is a quantum chemistry calculation of a cluster of 9 separate species, C54H52F2O14 in total at a distorted geometry, from the Open Molecules 2025 dataset.

The frontier orbital gap comes out at 7.9 eV. As for the spin multiplicity: 1. The energy above the lowest of the compared OMol25 structures with the same formula, charge and spin comes out at 13.9 kcal/mol. The highest occupied orbital energy is -7.7 eV. As for the SMILES: Oc1ccc(O)cc1.Oc1ccc(O)cc1.Oc1ccc(O)cc1.Oc1ccc(O)cc1.Oc1ccc(O)cc1.Oc1ccc(O)cc1.Oc1ccc(O)cc1.Fc1ccccc1.Fc1ccccc1.

```
122
Properties=species:S:1:pos:R:3:forces:R:3:mulliken_charge:R:1
O -4.008 -0.267 2.936 -0.007 0.302 -0.211 -0.554
C -4.998 0.339 2.181 0.987 -0.059 0.804 0.423
C -6.268 -0.168 2.130 -0.770 -0.110 -0.312 -0.537
C -7.229 0.507 1.386 -0.382 -0.158 0.425 -0.420
C -6.903 1.665 0.711 -0.629 -0.135 -0.701 -0.062
O -7.890 2.334 -0.013 -0.047 -0.091 0.298 -0.605
C -5.623 2.160 0.758 0.527 0.253 0.189 -0.142
C -4.681 1.537 1.565 0.256 -0.092 -0.548 -0.527
H -4.062 -1.225 2.873 -0.172 -0.043 0.011 0.299
H -6.522 -1.064 2.681 -0.021 -0.036 -0.006 0.480
H -8.261 0.177 1.391 0.067 -0.082 -0.150 0.431
H -7.769 2.215 -0.958 0.146 -0.057 0.001 0.331
H -5.387 3.019 0.144 0.077 0.161 0.224 0.428
H -3.668 1.909 1.669 -0.025 0.042 -0.105 0.438
O 5.200 5.843 2.708 0.256 0.032 -0.582 -0.615
C 4.756 5.085 1.631 -0.112 -0.087 0.155 0.240
C 5.612 4.163 1.063 0.085 -0.057 -0.005 -0.353
C 5.133 3.302 0.084 0.430 0.166 -0.238 -0.394
C 3.830 3.413 -0.357 -0.384 -0.421 -0.307 0.311
O 3.416 2.565 -1.376 0.186 0.210 0.437 -0.656
C 2.972 4.342 0.198 -0.167 0.548 0.456 -0.418
C 3.446 5.177 1.200 0.163 0.252 0.146 -0.559
H 4.800 6.717 2.653 -0.024 -0.020 0.202 0.312
H 6.650 4.159 1.373 -0.038 -0.194 0.014 0.493
H 5.788 2.595 -0.410 0.002 -0.036 0.115 0.512
H 2.468 2.675 -1.484 -0.107 0.025 0.114 0.173
H 1.934 4.445 -0.091 0.073 -0.171 -0.276 0.454
H 2.839 5.946 1.668 -0.296 -0.240 -0.127 0.339
O -5.097 -6.514 -2.945 0.472 0.070 0.323 -0.571
C -4.473 -5.882 -1.876 -0.302 -0.347 -0.277 0.631
C -3.210 -6.297 -1.489 0.010 0.176 0.093 -0.583
C -2.589 -5.683 -0.402 0.326 -0.029 -0.496 -0.531
C -3.195 -4.626 0.250 -0.215 0.252 -0.635 0.549
O -2.545 -3.873 1.188 0.091 0.113 0.416 -0.466
C -4.462 -4.208 -0.148 0.337 0.025 0.216 -0.452
C -5.090 -4.839 -1.204 -0.341 -0.050 0.203 -0.610
H -6.046 -6.527 -2.796 -0.024 0.124 -0.008 0.308
H -2.689 -7.057 -2.055 -0.110 -0.128 0.065 0.409
H -1.570 -5.968 -0.156 -0.106 -0.014 0.113 0.368
H -1.599 -4.042 1.128 -0.023 -0.075 0.036 0.210
H -4.889 -3.346 0.352 -0.141 -0.071 -0.087 0.467
H -6.089 -4.542 -1.505 0.067 0.139 -0.037 0.285
O 0.316 3.166 -1.419 0.030 -0.282 -0.088 0.069
C -1.017 3.497 -1.563 0.181 0.154 -0.076 0.238
C -1.625 3.527 -2.808 0.130 0.661 0.067 -0.773
C -2.916 4.043 -2.943 0.418 -0.956 -0.002 -0.876
C -3.623 4.385 -1.804 -0.491 -0.453 -0.175 0.181
O -4.960 4.743 -1.855 0.286 -0.020 0.044 -0.542
C -3.039 4.265 -0.552 -0.072 0.674 -0.254 -0.325
C -1.720 3.866 -0.427 -0.329 -0.076 0.286 -0.317
H 0.648 2.846 -2.267 -0.266 0.014 -0.108 0.201
H -1.033 3.265 -3.679 -0.180 -0.094 -0.038 0.484
H -3.364 4.008 -3.929 -0.144 0.310 0.097 0.340
H -5.378 4.211 -2.540 -0.057 0.179 -0.085 0.307
H -3.643 4.592 0.285 0.168 -0.217 0.205 0.599
H -1.293 3.797 0.565 0.253 0.041 -0.124 0.514
O 6.347 -4.077 0.883 0.012 -0.041 -0.060 -0.598
C 5.844 -3.027 0.155 -0.135 -0.007 -0.250 0.570
C 5.208 -1.953 0.751 0.292 -0.165 0.543 -0.372
C 4.732 -0.906 -0.001 -0.206 0.529 -0.759 -0.252
C 4.817 -0.947 -1.390 -0.287 -0.082 -0.269 0.360
O 4.212 0.001 -2.179 0.387 0.041 0.657 -0.486
C 5.440 -2.031 -2.001 -0.001 -0.046 -0.070 -0.543
C 5.942 -3.069 -1.233 -0.187 -0.356 0.368 -0.558
H 6.399 -3.820 1.810 -0.072 -0.024 -0.047 0.293
H 5.066 -1.942 1.823 0.093 0.063 0.196 0.416
H 4.286 -0.025 0.450 -0.139 -0.151 0.242 0.297
H 3.890 0.713 -1.590 0.131 -0.139 -0.561 0.113
H 5.535 -2.080 -3.079 -0.196 0.098 0.014 0.446
H 6.313 -3.983 -1.686 0.277 0.258 -0.065 0.415
O 4.421 4.280 4.873 -0.085 -0.054 -0.085 -0.637
C 4.420 2.912 4.909 0.306 0.073 -0.279 0.125
C 5.471 2.160 4.395 -0.145 0.248 -0.352 -0.309
C 5.447 0.776 4.448 0.429 0.435 -0.293 -0.556
C 4.391 0.140 5.055 -0.410 -0.371 0.260 0.809
O 4.445 -1.229 5.155 -0.091 -0.214 -0.115 -0.579
C 3.329 0.872 5.556 0.138 0.361 0.239 -0.560
C 3.354 2.262 5.485 -0.388 -0.397 0.661 -0.602
H 4.824 4.596 4.048 0.015 0.118 0.369 0.290
H 6.278 2.695 3.905 0.108 -0.165 0.066 0.387
H 6.250 0.198 4.010 0.032 -0.057 0.093 0.430
H 3.693 -1.534 5.672 0.034 0.009 -0.024 0.311
H 2.497 0.383 6.052 0.030 -0.060 -0.058 0.326
H 2.574 2.832 5.975 -0.060 0.056 -0.267 0.447
O 0.824 -0.245 -4.642 -0.144 -0.156 0.004 -0.545
C 1.142 -1.259 -3.769 -0.094 -0.433 -0.797 0.673
C 0.958 -1.050 -2.431 -0.175 0.849 0.698 -0.693
C 1.408 -1.955 -1.497 -0.629 -0.538 0.250 -0.230
C 1.924 -3.171 -1.911 0.661 -0.102 0.180 0.424
O 2.350 -4.067 -0.951 -0.262 0.255 -0.151 -0.561
C 2.057 -3.424 -3.270 -0.276 -0.338 0.320 -0.642
C 1.626 -2.490 -4.194 0.672 0.392 -0.380 -0.804
H 0.867 -0.598 -5.537 0.012 0.110 -0.024 0.301
H 0.473 -0.139 -2.093 0.139 0.031 -0.053 0.737
H 1.232 -1.758 -0.448 0.206 -0.015 0.152 0.387
H 2.946 -4.707 -1.354 0.013 0.014 -0.008 0.324
H 2.465 -4.376 -3.595 0.010 0.074 -0.067 0.361
H 1.825 -2.670 -5.249 -0.218 0.008 0.076 0.329
F 2.616 1.010 2.531 0.065 -0.041 -0.375 -0.072
C 1.431 0.510 2.127 -0.208 0.298 0.606 -0.136
C 1.037 -0.715 2.619 0.059 -0.609 -0.319 -0.242
C -0.205 -1.200 2.228 0.051 -0.207 -0.214 -1.069
C -1.036 -0.442 1.426 -0.041 -0.563 -0.378 -0.156
C -0.629 0.793 0.967 -0.093 0.201 -0.175 -0.362
C 0.618 1.287 1.323 0.230 0.129 -0.015 -0.221
H 1.735 -1.335 3.171 -0.043 0.178 0.139 0.530
H -0.529 -2.211 2.440 0.180 0.038 0.417 0.384
H -1.942 -0.904 1.049 -0.150 0.226 0.190 0.701
H -1.306 1.331 0.314 0.224 0.190 -0.015 0.205
H 1.007 2.243 0.996 -0.170 0.027 -0.074 0.474
F -6.472 -1.416 -4.204 0.377 -0.010 0.309 -0.365
C -5.294 -1.414 -3.513 -0.557 -0.230 0.073 0.277
C -5.245 -0.792 -2.282 -0.148 0.235 -0.026 -0.483
C -4.019 -0.731 -1.639 0.406 -0.207 0.285 -0.102
C -2.915 -1.375 -2.174 0.111 -0.782 -0.024 -0.522
C -3.016 -2.067 -3.381 0.140 0.362 0.201 -0.622
C -4.219 -2.081 -4.059 -0.121 0.383 -0.609 -0.599
H -6.145 -0.399 -1.826 0.041 0.182 -0.133 0.547
H -3.889 -0.216 -0.693 -0.330 -0.033 0.027 0.274
H -2.009 -1.504 -1.591 0.078 0.470 -0.124 0.591
H -2.137 -2.535 -3.807 -0.057 -0.155 0.064 0.525
H -4.345 -2.498 -5.051 0.118 -0.218 0.120 0.465
```
Forces are in eV/Å.

Number 1: electronic energy -314918.243 eV. Number 2: electronic energy -147082.988 eV. Number 3: electronic energy -19216.598 eV. Number 4: electronic energy -90940.506 eV.